Entry 1:
A molecular structure, C8H14Cl4MgO4, computed with ωB97M-V/def2-TZVPD.

Positions of all 31 atoms, in Å:
Mg (1.40818, -0.05748, 0.88166)
C (3.98097, 1.67847, -1.39141)
C (3.03371, 1.01173, -0.44271)
O (2.19459, 1.66194, 0.26371)
O (2.88991, -0.24453, -0.33411)
H (4.00271, 1.08044, -2.29926)
H (4.92782, 1.71596, -0.85277)
H (3.59007, 2.65939, -1.64026)
C (1.20934, -2.19950, 4.08936)
C (1.25655, -1.35000, 2.85273)
O (0.96864, -1.83090, 1.71402)
O (1.61997, -0.13846, 2.83742)
H (0.38359, -2.89978, 3.97467)
H (1.12243, -1.63957, 5.01261)
H (2.13238, -2.78195, 4.06282)
Cl (-2.45988, 4.09897, 0.17721)
C (-2.98901, 2.48597, -0.31851)
C (-2.64017, 1.42253, 0.70000)
Cl (-0.89187, 1.03337, 0.64869)
H (-2.49588, 2.27073, -1.26140)
H (-4.07040, 2.46389, -0.44562)
H (-3.20824, 0.50477, 0.55921)
H (-2.84036, 1.74751, 1.71920)
Cl (0.12468, -1.37848, -1.46707)
C (-1.10513, -2.12474, -2.48656)
C (-2.31130, -1.21793, -2.63231)
Cl (-1.94618, 0.21130, -3.62497)
H (-1.45533, -3.04942, -2.02318)
H (-0.64106, -2.40410, -3.42794)
H (-2.71845, -0.95610, -1.66144)
H (-3.07225, -1.77403, -3.18378)

Gap between HOMO and LUMO (eV): 10.104
Energy above the lowest of the compared OMol25 structures with the same formula, charge and spin (kcal/mol): 0.0
F_max (eV/A): 2.46

---

Entry 2:
A molecular structure, C20H21BrN4O4W, computed with ωB97M-V/def2-TZVPD.

Positions of all 51 atoms, in Å:
W (0.88755, 0.00583, 0.99851)
O (2.57636, -0.50905, 2.56555)
C (2.54908, -1.65567, 3.38035)
C (3.65567, -2.01896, 4.11549)
C (3.57338, -3.13652, 4.93666)
C (2.39715, -3.86698, 5.01658)
C (1.29687, -3.49545, 4.25955)
C (1.36693, -2.38552, 3.42991)
C (0.24923, -1.97191, 2.52994)
O (0.68882, -1.85418, 1.20189)
N (-0.09241, -0.51968, 2.84421)
N (-1.02168, -0.08168, 1.87754)
C (-2.09882, 0.60368, 2.27708)
C (-3.01512, 1.13081, 1.44856)
Br (-0.39425, 0.63306, -1.01300)
C (-3.98745, 1.69225, 0.77854)
C (-5.37032, 1.24338, 0.74598)
C (-6.34115, 2.11063, 0.23378)
C (-7.67217, 1.74006, 0.24741)
C (-8.04227, 0.50368, 0.76393)
C (-7.07926, -0.37260, 1.25694)
C (-5.74972, -0.00781, 1.25282)
H (3.49646, -0.24548, 2.41349)
H (4.57066, -1.44046, 4.05501)
H (4.43795, -3.43386, 5.51355)
H (2.33840, -4.73282, 5.66060)
H (0.38733, -4.08216, 4.29554)
H (-0.63155, -2.61075, 2.61694)
H (-0.35293, -0.32605, 3.80954)
H (-2.25360, 0.72217, 3.35226)
H (-3.75303, 2.58250, 0.19386)
H (-6.05171, 3.07238, -0.17162)
H (-8.41802, 2.41369, -0.15079)
H (-9.08561, 0.21883, 0.77131)
H (-7.37275, -1.34383, 1.63065)
H (-4.99049, -0.69772, 1.60181)
C (1.17329, 4.31107, 0.64730)
C (1.46663, 2.85783, 0.75504)
N (0.84934, 2.03538, 1.61559)
O (0.00114, 2.56063, 2.54969)
C (2.29794, 2.12371, -0.12942)
C (2.88660, 2.55568, -1.41378)
N (2.50812, 0.88646, 0.40761)
O (2.30205, -0.30342, -0.27045)
H (1.60755, 4.88599, 1.47061)
H (0.09366, 4.47676, 0.63045)
H (1.59851, 4.70143, -0.27350)
H (0.22727, 3.49668, 2.68029)
H (2.18005, 3.15800, -1.98349)
H (3.16625, 1.68127, -1.99929)
H (3.78643, 3.15575, -1.24723)

Gap between HOMO and LUMO (alpha / beta) (eV): 6.480 / 5.225
Energy above the lowest of the compared OMol25 structures with the same formula, charge and spin (kcal/mol): 19.3
F_max (eV/A): 1.38
Multiplicity: 3
Total charge: +2

---

Entry 3:
A molecular structure, CH12Na6O9, computed with ωB97M-V/def2-TZVPD.

Positions of all 28 atoms, in Å:
Na (-0.96239, 0.06690, 3.10648)
Na (-1.73887, 0.44195, -0.34439)
Na (-1.71433, -1.66150, 1.35427)
Na (0.92799, -0.97735, 2.35444)
Na (0.50495, -3.41107, 1.36574)
Na (-0.94146, -2.10769, -0.75354)
C (0.06999, -0.60915, 0.43503)
O (-0.37943, 0.19076, 1.24244)
O (0.24974, -1.78682, 0.76049)
O (0.06869, -0.30214, -0.73507)
O (1.79149, -1.71056, -1.05048)
H (1.23656, -2.17078, -1.68014)
H (1.19991, -1.47666, -0.33525)
O (-1.33521, -0.54814, -2.13770)
H (-0.55790, -0.47582, -1.58382)
H (-0.99528, -0.52688, -3.03225)
O (-1.12260, 1.75162, 2.04416)
H (-0.34362, 2.26761, 1.83638)
H (-0.95961, 0.89842, 1.64203)
O (1.44457, 1.00398, -1.27030)
H (1.25993, 0.82570, -2.19246)
H (0.80546, 0.47646, -0.79125)
O (-0.71435, 1.79331, -1.23608)
H (0.13905, 1.38573, -1.08839)
H (-0.75251, 2.50753, -0.59995)
O (0.82166, 1.74054, 0.78652)
H (0.31708, 0.92718, 0.77850)
H (1.68049, 1.48685, 1.12459)

Gap between HOMO and LUMO (eV): 5.214
Energy above the lowest of the compared OMol25 structures with the same formula, charge and spin (kcal/mol): 767.9
F_max (eV/A): 15.36
Total charge: +4

---

Entry 4:
A molecular structure, C29H43Br2ClN3O3S2, computed with ωB97M-V/def2-TZVPD.

Positions of all 83 atoms, in Å:
C (-0.23548, 5.80380, 7.60578)
C (-0.40628, 4.83330, 6.40853)
C (-1.37175, 3.81077, 6.54708)
C (-1.50528, 2.90231, 5.48374)
C (-0.71513, 3.02049, 4.32327)
C (0.22118, 4.05644, 4.15528)
C (1.07227, 4.23475, 2.87401)
C (0.39619, 3.44728, 1.73719)
C (0.90329, 2.26666, 1.18738)
C (2.22914, 1.72342, 1.74515)
Br (1.96453, 1.15001, 3.63196)
C (2.80493, 0.47416, 0.92929)
C (4.35771, 0.59550, 0.81483)
Br (2.51468, -1.17460, 2.00093)
C (0.12827, 1.59723, 0.13753)
C (-1.07171, 2.08893, -0.31227)
C (-1.84461, 1.28965, -1.38974)
C (-1.90636, -0.22591, -1.01990)
C (-2.86749, -0.54870, 0.15304)
C (-2.19398, -0.35264, 1.56148)
S (-2.73816, -1.72795, 2.62216)
O (-2.32087, -2.99254, 2.06768)
O (-4.16866, -1.70023, 2.76092)
Cl (-1.94336, -1.49632, 4.50404)
C (-1.62948, 3.30676, 0.21896)
N (-2.77444, 3.91436, -0.07467)
S (-2.87595, 5.23776, 0.88280)
N (-1.47257, 5.09590, 1.70741)
C (-0.86527, 3.99508, 1.27047)
C (0.35888, 4.96002, 5.24090)
H (-0.83425, 6.72314, 7.47864)
H (0.83237, 6.09593, 7.63223)
H (-0.52112, 5.23160, 8.50380)
H (-2.01254, 3.69133, 7.42674)
H (-2.23706, 2.08447, 5.53774)
H (-0.87652, 2.24969, 3.55761)
H (1.11634, 5.29096, 2.54966)
H (2.11871, 3.91943, 3.04102)
H (2.99250, 2.51893, 1.75643)
H (2.30714, 0.34429, -0.03898)
H (4.74056, 0.54249, 1.85052)
H (4.70032, -0.28176, 0.23757)
H (4.67042, 1.51147, 0.28448)
H (0.50509, 0.67244, -0.30969)
H (-1.39302, 1.40707, -2.39491)
H (-2.88646, 1.65260, -1.47347)
H (-2.28717, -0.77308, -1.90697)
H (-0.91912, -0.65223, -0.77138)
H (-3.84039, -0.02653, 0.09393)
H (-3.10919, -1.63157, 0.09076)
H (-1.09369, -0.38003, 1.52029)
H (-2.60603, 0.56049, 2.02414)
H (1.10993, 5.75468, 5.13167)
C (-1.70569, -2.89783, -4.55503)
C (-0.64668, -3.98304, -4.57217)
N (0.71417, -3.54004, -5.08456)
C (0.54949, -3.09507, -6.52135)
C (1.65617, -4.73468, -5.15718)
C (2.04502, -5.38823, -3.84160)
C (1.30810, -2.34568, -4.34075)
C (1.43330, -2.44055, -2.82691)
O (0.17134, -2.59097, -2.21667)
C (0.19241, -3.35009, -1.00635)
H (-1.95209, -2.54420, -5.55610)
H (-2.62172, -3.30915, -4.13036)
H (-1.42581, -2.04038, -3.94755)
H (-0.96837, -4.79170, -5.23249)
H (-0.51610, -4.40952, -3.58403)
H (0.09268, -3.90743, -7.08230)
H (1.53414, -2.86382, -6.92212)
H (-0.07467, -2.20756, -6.55250)
H (2.54942, -4.40146, -5.68473)
H (1.14915, -5.46992, -5.78379)
H (2.87832, -4.86631, -3.37459)
H (2.40886, -6.39584, -4.04423)
H (1.22612, -5.47351, -3.13111)
H (0.67280, -1.49699, -4.59127)
H (2.29204, -2.17849, -4.78152)
H (1.86287, -1.49327, -2.47596)
H (2.12647, -3.22104, -2.52177)
H (1.18466, -3.39293, -0.55440)
H (-0.15387, -4.36602, -1.22149)
H (-0.50355, -2.89578, -0.30222)

Gap between HOMO and LUMO (eV): 7.423
Energy above the lowest of the compared OMol25 structures with the same formula, charge and spin (kcal/mol): 0.0
F_max (eV/A): 2.84
Total charge: +1

---

Entry 5:
A single C3H4ClOP molecule, computed with ωB97M-V/def2-TZVPD.

Positions of all 10 atoms, in Å:
C (0.59184, -2.27558, -0.52699)
C (-0.28404, -0.61935, -0.24704)
C (0.84677, 0.33200, 0.06730)
O (2.05711, -0.26781, -0.25777)
P (2.21874, -1.86957, -0.45134)
Cl (-0.19881, -3.76642, -0.48629)
H (-0.76457, -0.46881, -1.27119)
H (-1.15791, -0.49473, 0.54272)
H (0.62203, 1.15286, -0.54626)
H (0.87767, 0.54453, 1.14691)

Gap between HOMO and LUMO (eV): 8.932
Energy above the lowest of the compared OMol25 structures with the same formula, charge and spin (kcal/mol): 26.1
F_max (eV/A): 4.20
SMILES: ClC1=POCC1

---

Entry 6:
A single C15H12N2O2S2 molecule, computed with ωB97M-V/def2-TZVPD.

Positions of all 33 atoms, in Å:
C (-3.17025, -2.54149, 1.47996)
H (-3.10323, -2.24910, 2.52960)
H (-3.71878, -3.47297, 1.37095)
H (-3.66039, -1.74271, 0.91930)
O (-1.87250, -2.78221, 0.95137)
C (-0.97076, -1.82394, 1.13443)
O (-1.16968, -0.81048, 1.75431)
C (0.32179, -2.14041, 0.42679)
H (0.53268, -3.20696, 0.44538)
H (1.14725, -1.56006, 0.83640)
S (0.09472, -1.74079, -1.35036)
C (-0.86981, -0.24629, -1.19677)
N (-2.05390, -0.31080, -1.76793)
C (-2.90252, 0.68790, -1.58595)
N (-2.70756, 1.73409, -0.81332)
C (-1.50743, 1.82084, -0.27087)
C (-0.46066, 0.88324, -0.47755)
C (0.74392, 1.27957, 0.18540)
C (0.55899, 2.42561, 0.89117)
S (-1.02610, 3.10376, 0.78285)
H (1.30020, 2.94360, 1.46883)
C (2.04441, 0.61152, 0.08213)
C (2.81244, 0.38708, 1.22295)
C (4.04426, -0.23281, 1.12208)
C (4.52438, -0.62853, -0.11587)
C (3.77194, -0.39535, -1.25476)
C (2.53868, 0.22276, -1.16041)
H (1.96131, 0.41738, -2.05167)
H (4.14626, -0.69428, -2.22216)
H (5.48565, -1.11425, -0.19221)
H (4.63018, -0.40915, 2.01211)
H (2.42626, 0.68344, 2.18744)
H (-3.85881, 0.61119, -2.08339)

Gap between HOMO and LUMO (eV): 8.644
Energy above the lowest of the compared OMol25 structures with the same formula, charge and spin (kcal/mol): 0.0
F_max (eV/A): 0.88
SMILES: COC(=O)CSc1ncnc2scc(-c3ccccc3)c12